Below is 15 unconnected molecules or ions with the total composition C3H36O15 at a distorted geometry, with properties calculated with ωB97M-V/def2-TZVPD.

ORCA input file:
```
! RIJCOSX wB97M-V def2-TZVPD def2/J DEFGRID3
* xyz 0 1
O -2.25583 0.26053 2.34691
H -1.44210 0.38922 1.74845
H -3.06606 0.70105 2.05871
H -2.37572 -0.71611 2.44639
C -0.28814 -1.46558 -0.40551
C 0.32339 -0.10710 -0.10587
C 1.29072 0.45359 -1.15385
O -0.56749 0.80135 0.46730
H -1.00338 -1.42940 -1.23325
H -0.76207 -1.89172 0.48407
H 0.44298 -2.25842 -0.59236
H 1.03013 -0.35165 0.70946
H 0.71452 0.74860 -2.03886
H 2.05713 -0.27631 -1.41172
H 1.79139 1.37376 -0.84822
O -2.87582 1.56993 -1.03819
H -2.13627 1.21198 -0.50689
H -2.65452 2.50255 -1.15258
O -3.74064 -0.99203 0.13463
H -3.15064 -1.05635 -0.62654
H -4.15447 -0.12483 0.04262
O 1.16556 1.39203 2.83237
H 1.84266 0.73733 3.05231
H 0.84287 1.12455 1.96110
O -1.52483 0.50392 -3.39716
H -1.30794 0.43323 -2.46361
H -1.93564 1.37007 -3.47640
O -1.98755 -2.37737 3.14146
H -2.39812 -3.08135 2.62145
H -2.44885 -2.39738 3.98951
O 4.89707 0.80293 -1.59289
H 4.42631 1.63950 -1.69492
H 4.68192 0.30648 -2.38774
O 2.82793 2.67162 -3.55015
H 2.73271 1.72315 -3.68503
H 1.94101 3.02379 -3.68545
O 1.01844 -2.05492 2.87309
H 0.07811 -2.15762 2.67675
H 1.44682 -2.79088 2.40403
O -0.23573 3.63861 1.73289
H 0.70738 3.81867 1.78160
H -0.29590 2.79419 1.26208
O -3.73088 -2.25950 -2.96242
H -4.26949 -1.46284 -2.91250
H -2.86818 -1.94899 -3.26337
O 3.42849 -0.42952 2.50946
H 2.79658 -1.11904 2.26117
H 4.24124 -0.90238 2.71304
O 2.27598 -4.06540 1.20255
H 3.14026 -3.65496 1.08082
H 2.00817 -4.33360 0.31712
O -0.54242 3.21684 -1.78635
H -0.16617 2.51992 -1.22470
H 0.03510 3.97588 -1.65483
*
```

As for the HOMO energy: -9.0 eV. For the HOMO-LUMO gap, the calculation gives 8.564 eV. The relative energy (zero: lowest compared OMol25 entry of this formula, charge and spin) comes out at 44.4 kcal/mol.

Below is 8 unconnected molecules or ions with the total composition H14NO10 at a distorted geometry, with properties calculated with ωB97M-V/def2-TZVPD.

ORCA input file:
```
! RIJCOSX wB97M-V def2-TZVPD def2/J DEFGRID3
* xyz -1 1
N -0.39728 -1.10084 0.00308
O 0.73272 -1.61784 -0.06992
O -0.68028 -0.47984 1.05708
O -1.00028 -0.73284 -1.05792
O -0.95928 2.05216 -0.67092
H -0.95528 1.59416 0.16308
H -1.70528 1.57916 -1.04392
O 2.34672 -2.06484 -2.18792
H 3.03272 -2.58384 -1.75092
H 1.79472 -1.82684 -1.41692
O 3.30872 -1.77384 1.17808
H 2.61872 -1.76184 0.51108
H 2.85072 -1.35384 1.88308
O 1.95772 1.24916 1.23608
H 1.39072 2.03816 1.38908
H 1.28572 0.55516 1.25108
O -0.77928 1.27716 2.88808
H -0.79928 0.64016 2.20208
H -0.44528 2.08016 2.52908
O -3.30428 0.82916 1.17908
H -3.62028 0.80516 0.29408
H -2.59928 0.17116 1.24308
O -1.09228 0.07416 -3.87492
H -1.98128 0.39316 -4.00492
H -1.00028 -0.04184 -2.92892
*
```

As for the HOMO energy: -7.2 eV. For the HOMO-LUMO gap, the calculation gives 10.238 eV. The relative energy (zero: lowest compared OMol25 entry of this formula, charge and spin) comes out at 32.0 kcal/mol.

Below is a gas-phase ion, C2H6P5 (charge +1) at a distorted geometry, with properties calculated with ωB97M-V/def2-TZVPD.

ORCA input file:
```
! RIJCOSX wB97M-V def2-TZVPD def2/J DEFGRID3
* xyz 1 1
C 1.35404 -1.48246 -0.21112
C 0.80414 1.48826 0.26966
P -3.11741 0.97907 -0.02207
P -3.04675 -1.15713 -0.13225
P -1.89201 -0.20225 1.57081
P -1.64666 -0.11690 -1.50960
P -0.21404 -0.02069 0.14025
H 1.03529 -2.25024 0.44356
H 2.16614 -0.89233 0.21250
H 1.25017 -1.67068 -1.23326
H 1.65523 1.10253 -0.35947
H 1.31808 1.85998 1.14789
H 0.33376 2.36286 -0.31690
*
```

As for the HOMO energy: -13.4 eV. For the HOMO-LUMO gap, the calculation gives 8.871 eV. The relative energy (zero: lowest compared OMol25 entry of this formula, charge and spin) comes out at 18.8 kcal/mol.

Below is C2H5N5 in the gas phase at a distorted geometry, with properties calculated with ωB97M-V/def2-TZVPD.

ORCA input file:
```
! RIJCOSX wB97M-V def2-TZVPD def2/J DEFGRID3
* xyz 0 1
H -2.31112 0.87365 -0.72038
N -2.35292 -0.29597 -0.78634
C -0.97440 -0.38583 -0.51974
N -0.25066 -1.36395 -0.15516
N 1.10593 -1.20958 0.18143
C 1.62648 -0.09874 0.46321
N 0.72852 1.04176 0.58039
N -0.40610 0.96919 -0.31068
H -0.26742 -2.42199 0.02398
H 2.68495 0.03128 0.85996
H 0.47875 1.28887 1.58592
H -0.06201 1.57132 -1.20260
*
```

As for the HOMO energy: -8.4 eV. For the HOMO-LUMO gap, the calculation gives 9.141 eV. The relative energy (zero: lowest compared OMol25 entry of this formula, charge and spin) comes out at 119.6 kcal/mol. The SMILES is [H]/N=C1/NN=CNN1.

Below is 2 unconnected molecules or ions with the total composition C5H14 at a distorted geometry, with properties calculated with ωB97M-V/def2-TZVPD.

ORCA input file:
```
! RIJCOSX wB97M-V def2-TZVPD def2/J DEFGRID3
* xyz 0 1
C 0.16343 1.25579 -0.79636
C 1.41263 0.49670 -1.18356
C 1.21552 -0.26204 -2.49774
H 0.16194 2.22058 -1.40023
H 0.03956 1.61314 0.16545
H -0.64656 0.67152 -1.08408
H 2.40779 1.03951 -1.37320
H 1.62744 -0.37444 -0.53119
H 0.37151 -0.96576 -2.56381
H 1.14269 0.41422 -3.32850
H 1.94298 -0.96489 -2.74567
C -1.99787 -0.28995 2.09428
C -0.63527 -1.10120 2.34694
H -2.16664 -0.60218 0.99176
H -2.88895 -0.65769 2.72024
H -2.11874 0.84909 2.24209
H -0.67862 -1.56573 3.30088
H 0.14445 -0.28305 2.24943
H -0.28958 -1.99010 1.57555
*
```

As for the HOMO energy: -11.0 eV. For the HOMO-LUMO gap, the calculation gives 12.149 eV. The relative energy (zero: lowest compared OMol25 entry of this formula, charge and spin) comes out at 40.2 kcal/mol. The SMILES is CCC.CC.

Below is 2 unconnected molecules or ions with the total composition C4H10NO2 at a distorted geometry, with properties calculated with ωB97M-V/def2-TZVPD.

ORCA input file:
```
! RIJCOSX wB97M-V def2-TZVPD def2/J DEFGRID3
* xyz 1 3
C -1.02862 -1.20516 -0.11844
C -2.52116 -1.17705 0.15183
C 2.61260 -0.28392 0.67469
C 0.00034 2.00080 -0.82767
N -0.24313 -0.21922 -0.12873
O 1.90764 -0.98658 -0.27760
O -0.17579 1.01559 0.22061
H -0.58925 -2.14528 -0.36840
H -2.99313 -2.00752 -0.36288
H -2.95667 -0.21966 -0.06878
H -2.50129 -1.26967 1.18527
H 3.56901 0.18495 0.39479
H 2.60744 -1.03998 1.49175
H 1.97308 0.53508 1.10205
H -0.51815 2.96261 -0.56232
H -0.13388 1.43699 -1.74747
H 0.99096 2.41802 -0.75871
*
```

As for the HOMO energy (alpha / beta): -14.3 / -14.4 eV. The expectation value of S² is 2.012. For the HOMO-LUMO gap (alpha / beta), the calculation gives 10.478 / 8.136 eV. The relative energy (zero: lowest compared OMol25 entry of this formula, charge and spin) comes out at 72.0 kcal/mol.

Below is a molecular structure, C10H26HgO10S4 at a distorted geometry, with properties calculated with ωB97M-V/def2-TZVPD.

ORCA input file:
```
! RIJCOSX wB97M-V def2-TZVPD def2/J DEFGRID3
* xyz 0 1
Hg -0.43248 1.08307 0.31126
O -0.21314 4.44217 -2.08869
C -0.26384 3.35661 -1.29174
O -1.15074 2.48704 -1.52677
O 0.55856 3.19011 -0.34932
H -0.96089 4.08430 -2.62323
O -3.24132 1.69857 3.47930
C -2.39292 1.64086 2.41561
O -2.85625 1.43573 1.25314
O -1.16803 1.87891 2.56281
H -4.07452 1.64271 2.98490
C 2.42282 1.60486 -3.17667
S 2.05989 0.07546 -2.29600
O 1.48542 0.47137 -0.95400
C 0.85488 -0.58801 -3.53775
H 3.44163 1.87751 -2.89758
H 1.67480 2.37467 -3.00438
H 2.59014 1.37834 -4.23239
H 1.34171 -0.91804 -4.45680
H 0.17982 0.21332 -3.84175
H 0.28546 -1.42850 -3.15227
C 3.88833 1.22810 0.66582
S 2.92974 1.54484 2.15559
O 1.49272 1.26354 1.70555
C 3.26801 -0.02278 3.02987
H 3.57386 1.91914 -0.11339
H 3.94871 0.22440 0.24799
H 4.92565 1.45736 0.93619
H 3.11889 -0.89998 2.41307
H 2.67503 0.05325 3.94367
H 4.23956 0.04717 3.53203
C 1.01639 -3.05646 2.04243
S -0.20954 -1.81267 2.61991
O -0.55793 -1.04720 1.35815
C -1.47727 -3.04676 3.02267
H 0.54247 -3.74416 1.34360
H 1.34482 -3.52024 2.97326
H 1.86453 -2.60852 1.53074
H -1.69360 -3.59404 2.10603
H -2.41631 -2.63540 3.39413
H -1.11149 -3.61596 3.87751
C -3.53720 -0.30683 -2.76507
S -2.20043 -1.33538 -2.02649
O -1.25261 -0.34552 -1.39503
C -3.18398 -1.81278 -0.60775
H -4.45977 -0.85212 -2.56585
H -3.30518 -0.24206 -3.82674
H -3.66162 0.68316 -2.32961
H -2.41955 -2.09677 0.12057
H -3.67430 -2.76135 -0.84055
H -3.80895 -1.06503 -0.12599
*
```

As for the HOMO energy: -7.8 eV. For the HOMO-LUMO gap, the calculation gives 7.874 eV.

Below is a molecular structure, C4H6O2, with properties calculated with ωB97M-V/def2-TZVPD.

ORCA input file:
```
! RIJCOSX wB97M-V def2-TZVPD def2/J DEFGRID3
* xyz 0 1
O 2.27020 1.37205 -0.68655
C 1.24816 0.80828 -0.39856
C 0.75676 -0.50971 -0.69602
C -0.52903 -0.68117 -0.04454
C -0.92081 0.73180 0.35072
O 0.27912 1.46467 0.38767
H 1.26040 -1.23918 -1.30968
H 0.36714 -1.15520 0.69521
H -1.27336 -1.38510 -0.41153
H -0.44740 -1.31880 1.24686
H -1.43103 0.80826 1.31266
H -1.58014 1.10410 -0.44624
*
```

As for the HOMO energy: -8.3 eV. For the HOMO-LUMO gap, the calculation gives 8.480 eV. The relative energy (zero: lowest compared OMol25 entry of this formula, charge and spin) comes out at 108.9 kcal/mol.